# C6H9N2O4S

A cluster of 2 separate species, C6H9N2O4S in total (wB97M-V/def2-TZVPD, OMol25).

Summary:
- Relative energy (zero: lowest compared OMol25 entry of this formula, charge and spin): 86.42 kJ/mol
- Kohn-Sham gap: 7.0 eV
- Charge: +1

Last column: Mulliken charge in e.
Atoms and positions in Å:
O: -0.005 2.700 -0.653  -0.38
S: -0.307 1.352 -3.351  0.19
N: 0.003 0.712 0.465  -0.22
C: 0.007 1.991 0.446  0.55
C: 0.010 1.595 2.637  -0.28
H: 0.020 3.650 -0.442  0.35
O: -3.150 0.504 -3.049  -0.40
H: -1.052 -2.799 -2.219  0.28
C: -2.354 -0.218 -2.577  0.65
O: -2.497 -1.364 -1.968  -0.30
N: -0.890 0.097 -2.592  0.06
H: 0.871 -0.354 2.037  0.32
H: -0.062 -0.231 -0.735  0.06
C: -1.258 -1.938 -1.572  -0.39
H: -0.905 -0.324 2.038  0.33
C: -0.007 0.266 1.845  -0.67
H: 0.748 -1.118 -2.096  0.39
H: -1.358 -2.289 -0.543  0.33
C: -0.242 -0.818 -1.758  0.01
O: 0.015 2.607 1.616  -0.42
H: 0.906 1.721 3.247  0.26
H: -0.877 1.740 3.255  0.28

***

# C2H12O5

A cluster of 5 separate species, C2H12O5 in total (wB97M-V/def2-TZVPD, OMol25).

Summary:
- Relative energy (zero: lowest compared OMol25 entry of this formula, charge and spin): 291.13 kJ/mol
- Kohn-Sham gap (spin up / spin down): 8.4 / 4.1 eV
- Multiplicity: 2
- Charge: +1

Last column: Mulliken charge in e.
Atoms and positions in Å:
O: -1.432 1.478 0.633  -0.33
O: -3.511 -1.758 -0.330  -0.59
H: -2.708 -2.211 -0.034  0.35
O: 0.552 -1.776 1.628  -0.61
O: 3.591 -1.402 -1.089  -0.65
H: -0.189 1.280 -2.538  0.31
H: 1.408 -1.647 2.054  0.31
H: 4.080 -1.733 -0.274  0.33
H: -3.185 -0.997 -0.789  0.26
C: -0.363 1.100 -1.426  -0.40
H: -2.319 1.434 0.826  0.37
H: 3.678 -2.133 -1.780  0.33
H: 0.173 -0.951 1.378  0.30
H: 0.283 0.250 -0.970  0.24
O: 1.250 1.441 1.313  -0.58
C: -1.416 1.516 -0.750  0.39
H: -2.141 2.332 -0.996  0.33
H: 0.368 1.789 1.350  0.33
H: 1.880 1.986 1.793  0.30

***

# C3H6F3N4

The ion C3H6F3N4 with charge +1 (wB97M-V/def2-TZVPD, OMol25).

Summary:
- SMILES: [H]/N=N/N(C)C(=[NH2+])C(F)(F)F
- Relative energy (zero: lowest compared OMol25 entry of this formula, charge and spin): 35.27 kJ/mol
- Kohn-Sham gap: 8.9 eV
- Charge: +1

Last column: Mulliken charge in e.
Atoms and positions in Å:
F: 2.885 0.042 0.836  -0.31
N: -0.590 0.112 -0.244  0.46
H: -1.859 2.511 -1.629  0.26
H: -2.092 -0.813 1.040  0.34
H: 0.117 -1.908 1.338  0.30
N: -1.780 1.665 -1.154  -0.77
N: -0.617 1.263 -0.864  0.08
C: 0.750 -0.393 0.193  0.12
F: 1.590 1.669 0.637  -0.21
C: 1.966 0.567 0.070  0.99
N: 0.967 -1.398 0.956  -0.20
H: -1.538 -1.710 -0.369  0.40
F: 2.452 0.813 -1.134  -0.21
H: 1.986 -1.567 0.990  0.33
H: -2.507 -0.147 -0.628  0.32
C: -1.730 -0.707 -0.039  -0.90

***

# C2H3O2PTb

A structure of composition C2H3O2PTb (wB97M-V/def2-TZVPD, OMol25).

Summary:
- Relative energy (zero: lowest compared OMol25 entry of this formula, charge and spin): 12.23 kJ/mol
- Kohn-Sham gap (spin up / spin down): 5.0 / 7.9 eV
- Multiplicity: 7
- Charge: +3

Last column: Mulliken charge in e.
Atoms and positions in Å:
O: -1.614 0.868 -0.106  -0.63
C: 0.340 -0.428 -0.575  0.06
Tb: -2.783 -0.555 1.158  1.83
C: -0.387 0.850 -0.434  0.18
P: 1.195 0.127 1.181  0.45
O: 0.168 -1.189 0.524  -0.20
H: 0.069 1.667 -1.022  0.51
H: 2.451 -0.411 0.796  0.31
H: 0.563 -0.928 -1.522  0.48

***

# C7H11N

An isolated molecule of C7H11N (wB97M-V/def2-TZVPD, OMol25).

Summary:
- SMILES: C#CC[C@H](N)C(=C)C
- Relative energy (zero: lowest compared OMol25 entry of this formula, charge and spin): 286.63 kJ/mol
- Kohn-Sham gap: 10.1 eV

Last column: Mulliken charge in e.
Atoms and positions in Å:
H: 0.290 -1.030 2.325  0.21
H: 1.687 -0.857 -0.285  0.34
H: 3.015 2.276 -2.741  0.43
C: -0.913 -0.557 0.658  0.79
H: -0.584 1.192 -0.535  0.39
H: -2.756 -1.605 0.337  0.39
H: -1.952 -1.060 -1.143  0.28
N: 0.776 1.293 1.005  -0.63
H: 1.442 0.721 1.513  0.26
C: -2.177 -0.801 -0.109  -1.32
H: 0.156 1.718 1.686  0.28
C: 2.460 1.517 -2.270  0.05
H: 0.470 -0.702 -1.748  0.21
C: 1.770 0.705 -1.723  -0.50
C: 0.988 -0.250 -0.867  -0.62
C: 0.018 0.493 0.060  -0.06
H: -2.787 0.102 -0.123  0.30
C: -0.628 -1.195 1.783  -1.13
H: -1.275 -1.961 2.178  0.33

***

# C20H41GeIrN2O5S

A structure of composition C20H41GeIrN2O5S (wB97M-V/def2-TZVPD, OMol25).

Summary:
- Relative energy (zero: lowest compared OMol25 entry of this formula, charge and spin): 0.00 kJ/mol
- Kohn-Sham gap (spin up / spin down): 8.0 / 6.5 eV
- Multiplicity: 2
- Charge: +1

Last column: Mulliken charge in e.
Atoms and positions in Å:
C: 2.833 -4.231 -0.607  -0.61
C: 1.534 3.169 0.401  -1.38
N: 1.834 -3.158 -0.632  0.04
H: -0.263 -0.879 3.582  0.23
Ir: 0.056 -0.307 -1.710  3.78
C: 2.184 -2.164 0.211  0.03
H: -1.634 2.600 -3.732  0.31
H: -1.943 1.841 -2.142  -0.41
H: -1.556 3.185 3.029  0.39
H: -2.407 -2.924 1.008  0.53
H: -0.633 4.348 -0.845  0.25
H: -0.986 -2.599 0.006  0.25
C: 1.611 -0.528 -2.700  -0.13
H: -3.266 2.005 -3.342  0.35
H: 3.431 -0.851 2.131  0.29
C: -1.773 2.223 3.501  -1.70
S: 1.429 -0.657 0.368  -0.41
C: 2.068 2.490 -1.935  -1.81
C: -1.748 -2.136 0.640  -1.41
C: -3.640 -0.501 0.726  -2.02
H: 3.162 -2.328 3.082  0.33
H: -0.195 3.897 -2.500  0.33
O: -1.665 -0.037 -0.558  -0.45
H: -2.399 -2.207 -2.004  0.29
H: -3.883 -2.505 -1.109  0.49
H: 2.365 -5.208 -0.690  0.36
H: 2.666 1.670 -1.536  0.22
H: -4.360 -1.273 1.000  0.52
H: -0.700 -2.320 -3.831  0.32
O: -0.640 0.914 1.770  0.16
C: -0.895 -1.380 -4.345  -1.44
C: -2.547 -1.105 -0.144  1.58
H: 2.996 -4.603 1.542  0.33
H: 4.724 -2.054 2.278  0.30
H: -1.993 -0.498 3.576  0.30
H: -3.688 -0.978 -1.980  0.33
H: -1.250 -1.657 1.483  0.03
H: 2.728 3.344 -2.094  0.54
H: 0.892 2.665 3.184  0.29
H: 1.309 -2.940 -1.462  0.14
N: 3.177 -2.579 0.998  0.08
C: -1.007 -0.132 3.866  -1.54
O: 0.046 1.744 -0.849  0.01
H: -3.224 -0.088 1.646  0.27
H: 4.540 -4.178 0.777  0.38
C: 0.669 1.694 3.625  -1.36
Ge: -1.492 1.731 0.400  -0.79
C: -2.202 1.851 -3.190  0.07
H: -1.825 2.383 4.579  0.46
H: 1.657 2.203 -2.906  0.35
H: 1.442 0.988 3.317  0.10
H: -0.027 -1.170 -4.979  0.37
H: 0.871 4.937 -1.557  0.47
O: -1.907 0.573 -3.801  -0.30
H: 2.289 3.954 0.330  0.55
H: 1.988 2.277 0.831  0.21
C: -1.027 -0.249 -3.367  0.41
C: -3.166 -1.732 -1.387  -1.82
O: 2.560 -0.664 -3.313  -0.52
H: -2.755 1.886 3.162  0.36
C: 3.648 -1.914 2.195  -0.89
H: 3.556 -4.105 -1.417  0.32
C: 0.953 2.866 -0.973  1.11
H: 0.703 1.799 4.710  0.47
C: 3.467 -3.995 0.765  -0.65
C: 0.197 4.081 -1.500  -1.65
H: -0.992 -0.016 4.951  0.49
H: -1.776 -1.463 -4.979  0.39
H: 0.752 3.518 1.079  0.28
H: -4.175 0.287 0.192  0.38
C: -0.698 1.192 3.174  1.44

***

# C2HO2P

A cluster of 2 separate species, C2HO2P in total (wB97M-V/def2-TZVPD, OMol25).

Summary:
- Relative energy (zero: lowest compared OMol25 entry of this formula, charge and spin): 292.94 kJ/mol
- Kohn-Sham gap: 8.7 eV

Last column: Mulliken charge in e.
Atoms and positions in Å:
P: -0.544 0.063 -1.588  -0.04
O: 0.542 0.041 2.845  -0.36
O: 1.700 -0.316 0.907  -0.31
C: -2.025 0.470 -0.988  -0.06
C: 1.069 -0.185 1.840  0.66
H: -0.741 -0.073 -3.017  0.11

***

# C37H43N2PRuTe

A structure of composition C37H43N2PRuTe (wB97M-V/def2-TZVPD, OMol25).

Summary:
- Relative energy (zero: lowest compared OMol25 entry of this formula, charge and spin): 43.43 kJ/mol
- Kohn-Sham gap (spin up / spin down): 7.4 / 5.6 eV
- Multiplicity: 6
- Charge: +1

Last column: Mulliken charge in e.
Atoms and positions in Å:
C: 0.128 -0.650 -4.783  -0.13
H: -1.226 -1.642 5.499  0.40
H: 2.230 -1.586 4.386  0.48
C: 3.071 -0.617 -0.842  -0.32
H: 2.631 -0.577 -4.224  0.43
C: -2.010 2.448 -1.675  -0.58
C: 0.386 -1.631 -3.829  0.16
C: 5.100 -0.225 0.450  -0.86
H: -3.525 1.051 -1.122  0.50
H: 1.365 -0.105 4.846  0.32
C: 5.156 -0.156 -2.018  -0.90
C: -0.664 2.638 -1.970  -1.12
C: -1.494 2.715 1.464  0.50
H: -4.393 0.940 1.775  0.49
H: -0.909 -4.514 2.634  0.33
H: -0.974 -0.040 4.785  0.43
H: 5.028 -0.054 -4.145  0.45
H: 0.049 0.389 -4.495  0.38
H: 0.796 4.632 1.865  0.40
C: -3.784 3.421 1.309  -1.09
C: 0.485 -2.963 -4.215  -0.26
C: 3.131 -0.517 -3.268  -0.71
H: -4.838 3.198 1.392  0.35
H: -4.207 6.606 1.436  0.37
H: 4.886 -0.259 2.572  0.50
H: -1.717 5.946 0.518  0.47
C: -0.276 0.267 -1.811  -0.24
H: -0.293 3.633 -2.159  0.50
C: -1.049 -1.103 4.560  -1.31
C: -2.029 4.956 0.814  -0.91
H: 0.776 -4.850 1.091  0.41
H: 1.174 -1.587 5.805  0.39
C: 0.087 -2.340 -6.493  -0.57
H: 2.464 -0.722 2.499  0.04
C: 0.378 4.330 0.905  -2.00
H: 0.503 5.152 0.204  0.44
C: -2.859 2.422 1.567  0.68
H: 6.162 -0.025 0.469  0.40
H: -1.121 -3.193 -0.742  0.19
H: 1.242 1.714 -2.295  0.50
C: 0.874 -3.780 0.867  -1.20
H: -3.167 0.914 3.045  0.35
H: -2.771 0.286 1.439  0.15
H: -0.018 -2.615 -7.532  0.41
C: -1.414 -3.459 0.280  -1.06
C: 4.392 -0.360 1.615  -0.86
H: 0.401 -4.353 -5.833  0.42
H: -1.580 -4.545 0.316  0.41
H: 6.218 0.040 -1.973  0.42
C: 1.298 -1.192 4.788  -1.36
H: -4.276 6.202 -0.270  0.34
C: 0.203 1.562 -2.035  -0.53
P: 0.695 -1.282 -2.052  1.51
C: -2.484 1.181 -1.378  -1.03
H: -0.168 -0.247 -6.856  0.43
Ru: 0.190 -0.816 0.466  0.58
C: 3.015 -0.624 1.568  0.78
H: -1.765 -2.961 2.749  0.39
C: 2.355 -0.773 0.366  -0.18
H: 1.069 -3.668 -0.201  0.13
C: 0.328 -3.317 -5.542  -0.79
C: 0.159 -2.993 3.700  -0.97
C: 2.430 -0.731 -2.102  0.74
C: 4.463 -0.332 -0.803  0.60
H: 0.945 3.470 0.543  0.38
H: 0.700 -3.718 -3.468  0.40
Te: -0.064 1.253 2.048  0.28
H: -2.021 -0.921 -1.319  0.50
H: -0.165 -3.519 4.614  0.42
N: -0.357 -3.056 1.217  0.90
H: -5.401 5.441 0.859  0.37
H: -2.351 -2.958 0.534  0.24
C: -4.382 5.795 0.733  -1.59
C: -3.330 1.060 1.976  -1.73
C: -0.004 -1.011 -6.112  -0.70
C: -0.787 -3.419 2.577  -1.10
H: 1.728 -3.373 1.410  0.32
H: -1.905 -1.258 3.907  0.22
C: -3.389 4.703 0.957  0.73
H: -2.685 3.291 -1.677  0.56
H: 1.177 -3.320 3.483  0.43
C: -1.623 0.091 -1.425  0.64
C: -1.072 3.988 1.061  0.83
N: 0.181 -1.551 3.922  0.68
C: 4.499 -0.220 -3.218  -0.96

***

# C23H20Cl3NO2

An isolated molecule of C23H20Cl3NO2 (wB97M-V/def2-TZVPD, OMol25).

Summary:
- SMILES: CC1(C)C[C@](C)(O)c2cc(-c3ccc(Cl)cc3)c(-c3ccc(Cl)cc3Cl)nc2O1
- Relative energy (zero: lowest compared OMol25 entry of this formula, charge and spin): 205.30 kJ/mol
- Kohn-Sham gap: 8.8 eV

Last column: Mulliken charge in e.
Atoms and positions in Å:
Cl: -6.105 2.956 2.524  -0.21
C: -3.596 -3.295 -0.970  -0.80
C: -2.149 -1.314 -0.918  -0.24
H: 3.137 2.296 -0.873  0.21
H: 4.546 -2.522 0.494  0.49
C: 0.277 0.964 0.732  -0.71
H: 2.081 3.016 0.495  0.43
C: 2.963 2.438 0.257  -1.57
H: -2.745 0.382 -1.986  0.63
C: -3.348 0.179 1.425  -0.26
C: 3.947 -0.722 -0.618  1.51
H: 4.396 -0.941 -2.667  0.36
O: 2.622 -1.178 -0.940  -0.43
H: -1.541 3.054 0.493  0.37
C: -0.920 -0.663 -0.406  -0.50
C: 4.334 -0.061 -1.950  -1.50
H: -3.733 -4.320 -0.704  0.48
H: -4.837 -0.735 -2.838  0.46
C: -0.943 0.446 0.418  0.87
H: -5.281 0.212 2.395  0.32
N: 0.260 -1.058 -0.916  -0.61
C: 4.876 -1.977 -0.340  -1.86
O: 2.656 1.159 2.318  -0.63
H: 3.848 2.826 0.642  0.52
C: -4.535 -2.587 -1.715  0.29
Cl: -6.044 -3.224 -2.227  -0.21
H: -3.618 4.106 1.507  0.39
C: -3.050 -0.597 -1.765  -0.26
Cl: -1.409 -3.522 0.439  -0.21
C: -3.538 3.069 1.296  -0.80
H: 4.920 -2.630 -1.209  0.38
C: 1.472 -0.624 -0.549  0.17
H: 4.877 0.698 0.730  0.45
H: 0.296 1.684 1.492  0.92
C: -4.518 0.827 1.873  -0.84
H: 5.305 0.449 -2.021  0.31
C: -2.268 1.019 0.892  0.12
C: -4.609 2.301 1.857  0.40
H: 5.854 -1.621 -0.135  0.43
C: -2.467 -2.607 -0.494  0.92
C: 3.988 0.158 0.695  -1.37
C: -4.225 -1.245 -2.145  -0.94
C: -2.390 2.409 0.789  -0.38
H: -3.279 -0.855 1.433  0.69
H: 3.556 0.624 -2.284  0.38
C: 1.449 0.425 0.317  -0.05
H: 4.110 -0.637 1.558  0.27
H: 2.602 0.221 2.714  0.41
C: 2.777 1.019 0.885  1.21

***

# C3H5FS2

An isolated molecule of C3H5FS2 (wB97M-V/def2-TZVPD, OMol25).

Summary:
- SMILES: FCCSC=S
- Relative energy (zero: lowest compared OMol25 entry of this formula, charge and spin): 46.74 kJ/mol
- Kohn-Sham gap: 8.6 eV

Last column: Mulliken charge in e.
Atoms and positions in Å:
H: 2.362 0.327 0.321  0.24
C: -2.066 0.372 -0.024  -0.12
S: -1.050 -0.930 -0.704  -0.01
H: 0.271 -0.443 1.373  0.35
C: 0.490 -0.719 0.313  -0.70
H: -1.516 1.087 0.638  0.27
F: 1.042 1.507 -0.549  -0.29
H: 1.726 -0.127 -1.333  0.25
C: 1.479 0.185 -0.325  -0.17
S: -3.663 0.438 -0.262  -0.21
H: 0.925 -1.698 0.553  0.39

***

# C10H12N

The ion C10H12N with charge +1 (wB97M-V/def2-TZVPD, OMol25).

Summary:
- Relative energy (zero: lowest compared OMol25 entry of this formula, charge and spin): 986.64 kJ/mol
- Kohn-Sham gap (spin up / spin down): 7.2 / 7.9 eV
- Charge: +1

Last column: Mulliken charge in e.
Atoms and positions in Å:
C: -1.420 2.367 -0.121  -0.74
H: 1.745 -1.367 0.183  0.48
H: -0.954 -1.547 -0.117  0.39
C: 0.294 -0.578 -1.266  -1.23
H: -4.099 -0.102 0.298  0.43
C: -2.366 1.533 -0.528  -0.53
H: -3.018 -1.506 0.856  0.39
H: 0.389 -1.349 -1.998  0.52
C: -2.133 0.097 -0.222  0.94
C: -0.990 -0.612 -0.461  -0.65
H: 3.649 1.977 0.773  0.34
H: 3.911 0.259 0.450  0.49
N: 2.139 0.734 -0.325  0.16
H: -3.057 0.009 1.807  0.24
C: 1.615 -0.640 -0.489  -0.31
C: -3.201 -0.475 0.692  -1.33
C: 3.178 0.895 0.725  -0.93
C: -0.060 2.174 0.004  0.75
H: 2.301 1.131 -1.276  0.44
C: 1.048 1.612 -0.015  -0.26
H: 2.879 0.853 1.778  0.36
H: -3.270 1.979 -0.796  0.50
H: 0.238 0.205 -2.019  0.53

***

# C6H10O

A structure of composition C6H10O (wB97M-V/def2-TZVPD, OMol25).

Summary:
- Relative energy (zero: lowest compared OMol25 entry of this formula, charge and spin): 418.17 kJ/mol
- Kohn-Sham gap: 8.7 eV

Last column: Mulliken charge in e.
Atoms and positions in Å:
H: 2.056 -1.880 -0.093  0.39
H: -2.131 0.399 1.241  0.28
C: 1.613 0.300 -0.067  -0.59
H: 0.275 0.881 1.516  0.34
H: 2.579 0.756 0.176  0.39
H: 0.661 2.188 0.401  0.31
C: -2.030 0.494 0.159  -0.86
C: -0.809 -1.213 -0.828  -0.80
H: 1.545 0.217 -1.157  0.31
H: -1.108 -1.958 -0.062  0.31
C: -0.774 0.733 -0.387  0.17
C: 0.440 1.109 0.456  -0.58
H: -1.359 -1.525 -1.750  0.26
H: -0.764 1.217 -1.368  0.33
O: 1.159 -1.340 1.631  -0.51
C: 1.587 -1.091 0.526  -0.03
H: -2.937 0.712 -0.394  0.29

***

no.,DFT total energy (a.u.),largest force on an atom (eV/Å)
1,-1042.36830,1.4
2,-459.16414,7.3
3,-636.17651,7.3
4,-1392.87394,4.2
5,-327.97881,3.0
6,-3851.68206,0.6
7,-568.49652,3.0
8,-2249.16697,1.0
9,-2474.21585,4.8
10,-1013.50952,1.6
11,-442.38187,6.0
12,-309.68310,1.8